21
Properties=species:S:1:pos:R:3 method="wB97M-V/def2-TZVPD" gap_ha=0.3777 de_lowest_kj_mol=77.66 smiles=C[C@@H](N)CN.O.O
N -1.265 -1.281 0.305
C -0.203 -0.385 -0.032
C -0.282 0.344 -1.447
C 1.213 -0.947 -0.028
N 1.660 -1.151 1.362
H -1.746 -1.669 -0.497
H -1.967 -0.778 0.828
H -0.208 0.476 0.640
H -1.197 0.920 -1.636
H -0.329 -0.455 -2.207
H 0.575 0.968 -1.690
H 1.058 -1.890 -0.585
H 1.894 -0.355 -0.628
H 0.848 -1.519 1.853
H 2.328 -1.916 1.336
H -3.549 2.174 -1.216
H -2.620 2.097 -0.096
O -3.428 1.661 -0.407
H 1.918 0.709 1.689
H 3.041 1.385 0.975
O 2.260 1.611 1.480

***

21
Properties=species:S:1:pos:R:3 method="wB97M-V/def2-TZVPD" gap_ha=0.3745 de_lowest_kj_mol=196.72 smiles=NCCCN.O.O
C 0.787 -1.476 -1.776
C 1.181 -0.068 -1.324
C 0.172 0.722 -0.411
N 0.772 1.945 0.195
N 0.038 -2.362 -0.784
H 0.390 -1.372 -2.874
H 1.689 -2.095 -1.952
H 2.098 -0.201 -0.639
H 1.491 0.593 -2.190
H -0.134 0.066 0.468
H -0.683 0.966 -1.128
H 1.731 2.068 0.171
H 0.568 2.801 -0.352
H -0.372 -3.249 -1.163
H -0.737 -1.855 -0.440
H -0.280 1.779 2.281
H 0.180 0.254 2.286
O -0.481 0.813 2.710
H -3.167 -0.116 2.934
H -2.277 0.764 1.949
O -2.963 0.022 2.039

***

21
Properties=species:S:1:pos:R:3 method="wB97M-V/def2-TZVPD" gap_ha=0.3491 de_lowest_kj_mol=107.36 smiles=CCNCN.O.O
C -2.395 1.026 -0.779
C -0.936 0.816 -1.048
N -0.297 -0.321 -0.395
C 0.648 -1.159 -1.165
N 1.679 -1.704 -0.298
H -3.022 0.170 -1.033
H -2.783 1.943 -1.213
H -2.574 1.106 0.301
H -0.779 0.707 -2.120
H -0.367 1.718 -0.803
H -0.955 -0.936 0.066
H 1.165 -0.641 -1.966
H 0.050 -1.992 -1.534
H 2.148 -0.950 0.184
H 1.270 -2.304 0.406
H 2.837 0.061 1.909
H 3.881 -0.917 1.235
O 3.704 -0.021 1.525
H -0.907 1.000 1.503
H -0.925 1.460 2.920
O -1.441 0.938 2.303

***

21
Properties=species:S:1:pos:R:3 method="wB97M-V/def2-TZVPD" gap_ha=0.1616 de_lowest_kj_mol=869.60
N 0.950 -2.371 -0.742
C -1.765 0.712 0.887
C -0.336 1.225 0.881
N 0.151 1.616 -0.325
C 1.468 1.135 -0.519
H 0.613 -2.315 0.245
H -2.536 1.456 0.462
H -1.709 -0.196 0.260
H -1.976 0.290 1.916
H 0.239 0.328 1.153
H -0.321 1.922 1.681
H -0.415 1.307 -1.094
H 1.609 0.083 -0.301
H 2.272 1.686 -0.003
H 1.674 1.289 -1.568
H 0.927 -3.332 -1.072
H -1.451 -0.089 -2.636
O -0.894 0.031 -1.856
H 0.364 -1.902 -1.408
H 0.048 -1.950 2.517
O 0.487 -1.497 1.834